[1]
ORCA calculation (the ωB97M-V functional and the def2-TZVPD basis) on a 6-piece molecular cluster, C26H62IN4O6 overall at a distorted geometry.

Cartesian coordinates (Å):
C  -3.367  2.246  -2.082
H  4.862  1.913  0.159
H  3.053  2.266  -1.504
C  -2.779  3.521  -1.496
C  3.508  -1.218  5.264
H  -0.237  -0.219  1.575
C  0.308  -0.482  0.677
H  -5.471  -1.733  2.819
N  -0.779  -4.006  0.095
C  -1.262  -7.978  2.696
C  -3.825  4.340  -0.760
N  0.193  -1.902  0.370
H  -6.337  -2.302  1.424
C  -6.437  8.991  -0.377
C  -0.872  -2.696  0.365
H  -3.761  1.604  -1.287
H  -6.839  9.931  -0.755
H  -3.531  -2.608  3.480
H  -2.598  1.678  -2.606
H  4.182  1.958  -2.822
H  1.048  -2.367  0.116
O  -6.036  6.658  -0.890
H  -4.475  -4.755  0.320
N  -2.173  -2.340  0.600
H  6.797  2.677  -1.257
H  2.105  -1.998  2.006
H  11.047  3.780  -5.368
H  -3.384  5.247  -0.350
H  -6.508  6.421  -0.086
H  -6.056  8.107  -2.295
H  -8.524  8.555  -2.152
H  1.703  0.548  3.410
H  10.475  4.487  -3.848
H  2.348  -0.135  0.010
C  -1.543  -9.729  0.912
H  -0.029  0.106  -0.173
H  -6.953  8.747  0.556
H  6.607  1.241  -2.263
H  -4.177  2.462  -2.780
C  6.451  1.644  -1.261
H  -0.645  -10.254  1.237
H  -2.823  -4.128  2.908
H  -4.237  3.767  0.080
C  -5.914  -2.616  2.372
H  -0.357  -8.454  3.072
H  -8.183  6.846  -2.463
H  3.112  -0.777  6.179
C  -3.744  -3.634  3.203
H  7.073  1.066  -0.575
H  4.676  -0.181  -1.722
O  8.913  2.453  -3.117
H  -5.358  -4.657  2.311
C  4.989  1.546  -0.861
C  2.436  -0.962  2.021
C  -1.447  -8.243  1.211
H  -2.114  -8.363  3.262
H  3.510  -0.979  1.881
H  -1.196  -6.906  2.892
C  2.176  -0.434  3.447
H  1.504  -1.113  3.969
C  10.672  3.551  -4.370
O  -2.622  -7.567  0.731
H  8.626  3.255  -4.946
H  -2.241  -5.504  0.030
C  1.777  -0.125  0.929
H  3.025  -2.180  5.092
H  4.380  3.398  -1.811
H  -5.383  9.132  -0.141
H  -3.380  -7.931  1.200
H  -6.697  -2.961  3.033
H  9.589  1.964  -2.636
H  -1.676  -9.898  -0.157
O  3.392  -0.347  4.164
H  11.458  3.027  -3.819
H  -8.643  7.368  -0.844
C  9.413  2.700  -4.433
H  -4.086  -4.116  4.112
H  -4.886  -3.092  0.023
H  1.763  0.899  1.293
C  -4.853  -3.712  2.147
C  4.100  2.344  -1.802
H  4.563  -1.407  5.429
H  -4.645  4.626  -1.415
H  10.008  1.556  -6.179
C  -2.019  -4.465  0.177
H  -2.348  4.119  -2.298
I  -3.116  -0.582  0.939
O  -1.690  3.198  -0.622
C  9.661  1.387  -5.159
O  4.571  0.175  -0.833
N  -2.895  -3.517  0.492
H  8.748  0.791  -5.197
C  -6.613  7.869  -1.389
H  -2.403  -10.167  1.424
C  -8.077  7.652  -1.736
H  -2.049  2.685  0.107
C  -4.330  -3.748  0.687
H  10.416  0.797  -4.632
H  -0.612  -7.812  0.656

Results
Total energy = -1995.7071 a.u.
Total charge = +1
Frontier orbital gap = 7.220 eV
Max |F| = 0.022 hartree/bohr



[2]
ORCA calculation (the ωB97M-V functional and the def2-TZVPD basis) on C26H63N4O17P3S5 as an isolated structure at a distorted geometry.

Cartesian coordinates (Å):
H  6.983  -1.988  1.177
H  7.662  -5.648  -2.349
H  4.791  -5.920  -5.433
O  -1.974  1.498  1.594
C  5.850  -5.802  -5.185
C  2.608  2.822  -0.589
S  -0.015  -5.244  -3.247
O  -5.261  3.390  -2.788
H  4.018  4.440  -0.693
O  -3.913  1.525  0.235
C  -4.410  -1.126  6.141
H  -3.665  1.890  -2.356
O  -1.239  -1.017  0.086
H  2.649  3.465  1.402
C  -4.239  2.805  -1.890
H  -3.459  3.653  -1.676
O  -3.512  7.882  5.084
H  -5.390  -1.308  6.599
O  -0.269  -6.029  -2.056
H  -2.000  -2.382  -4.173
C  -4.902  2.378  -0.449
N  0.273  5.198  0.308
H  -3.020  4.535  4.744
H  -0.635  -5.900  -5.434
O  -4.258  2.083  4.258
H  6.389  -3.606  1.561
H  -4.968  7.171  2.296
C  -5.286  -0.338  3.977
S  7.826  -4.325  -4.325
H  0.153  1.462  1.723
H  -6.352  -0.579  3.958
O  1.523  -0.572  -0.059
H  -2.515  -4.441  -5.697
H  4.828  -1.001  1.508
H  -3.010  0.524  5.971
C  -5.087  6.757  3.299
H  -3.458  -1.458  4.234
H  0.819  4.598  0.963
O  1.299  -5.153  -3.849
H  1.366  2.988  -2.490
N  2.983  4.292  -0.871
H  6.384  -3.923  -6.184
H  4.631  -4.706  -0.126
H  1.712  1.225  -1.939
N  2.485  2.546  0.891
P  -0.312  2.086  -0.671
O  8.882  -4.539  -5.293
H  6.096  -7.416  -3.734
H  -3.674  -1.747  6.658
O  -0.157  -0.548  -2.306
H  -1.731  -6.596  -4.202
H  5.560  -3.731  -4.604
C  5.898  -2.973  -0.442
H  -1.798  -1.490  -0.619
H  1.569  0.022  0.772
C  6.264  -4.338  -5.182
H  4.710  -2.372  2.653
H  4.112  -3.680  -1.500
H  8.332  -6.560  -3.736
C  -5.502  5.293  3.296
H  6.696  -3.587  -0.870
H  -4.717  3.710  -3.587
C  -4.059  0.352  6.233
H  -3.839  2.358  2.198
C  1.376  2.292  -1.520
C  7.569  -5.844  -3.420
H  -5.912  1.810  -0.613
C  -4.474  -1.444  4.648
H  0.192  -2.916  -2.760
H  -5.255  3.679  4.746
H  -0.610  -3.019  -5.070
O  2.894  -1.683  -0.107
P  -0.777  4.258  -0.792
S  -3.525  6.770  4.155
H  -2.928  3.410  0.929
H  5.853  -2.033  -1.006
H  -6.560  5.175  3.047
O  -0.438  4.863  -2.416
O  -2.469  6.556  3.188
H  5.439  -5.917  -3.071
H  -0.232  5.973  0.790
O  2.761  -3.700  1.428
H  -5.913  5.178  5.410
S  3.521  -2.764  0.624
C  -1.190  -5.699  -4.514
C  -0.702  2.103  1.191
C  -5.186  4.770  4.696
H  -5.791  7.364  3.876
O  -6.342  1.472  5.572
H  -2.989  -4.617  -4.005
C  -0.633  -3.593  -2.989
H  3.919  2.124  -2.107
H  -4.278  0.785  7.210
H  -1.213  5.408  -2.744
H  -5.107  3.294  0.251
C  6.165  -6.325  -3.784
O  7.840  -3.213  -3.396
H  -4.915  4.738  2.553
H  -4.931  -0.137  2.963
H  -0.650  3.166  1.708
H  3.702  1.034  -0.788
C  4.554  -3.682  -0.502
H  -1.464  1.905  -1.567
H  -4.917  -2.427  4.462
H  3.257  1.915  1.220
N  3.854  2.033  -1.049
S  -5.067  1.123  4.982
C  -1.345  -3.250  -4.289
H  6.436  -6.357  -5.927
P  -0.026  -0.072  -0.771
C  -3.144  2.302  1.229
C  -3.783  5.251  5.060
H  -1.337  -3.626  -2.152
C  6.143  -2.675  1.037
C  -2.128  -4.504  -4.675
H  2.865  4.484  -1.893
H  -3.690  5.447  6.132
C  4.852  -2.090  1.606

Results
Total energy = -5541.2906 a.u.
Frontier orbital gap = 7.681 eV
Max |F| = 0.218 hartree/bohr



What is the frontier orbital gap in the first record? 7.220 eV



Which of these has the highest max |F|? C26H63N4O17P3S5



Among the records above, which one has the lowest frontier orbital gap? C26H62IN4O6